## w
# C4H11NO2

A cluster of 3 separate species, C4H11NO2 in total (ωB97M-V/def2-TZVPD, the Open Molecules 2025 dataset).

Results
Frontier orbital gap (spin up / spin down) ... 2.67 / 6.26 eV
Charge ... -1
<S²> ... 0.76
Highest occupied orbital energy (spin up / spin down) ... 0.201 / -3.405 eV
Multiplicity ... 2

Each line ends with the natural charge from an NBO analysis.
Atoms and positions in Å:
C 0.448 -0.962 3.070  -0.668
C -0.479 -1.269 1.854  -0.363
C -0.020 -1.436 0.609  -0.032
N -0.609 -1.055 -0.681  -0.621
C 0.286 -0.667 -1.562  -0.425
H 0.121 -1.723 3.812  0.196
H 1.378 -0.832 2.510  0.225
H 0.414 -0.023 3.746  0.179
H -1.678 -0.972 1.886  0.154
H 0.903 -2.000 0.505  0.132
H -0.178 0.027 -2.453  0.113
H 1.354 -0.871 -1.598  0.127
H 0.459 6.695 0.394  0.468
H 0.463 7.387 -0.903  0.464
O 0.770 7.491 0.000  -0.934
H -1.352 -3.737 -2.246  0.456
H -0.823 -2.675 -3.038  0.465
O -0.545 -3.477 -2.710  -0.936

=====

## x
# C4H11NO2

A cluster of 2 separate species, C4H11NO2 in total (ωB97M-V/def2-TZVPD, the Open Molecules 2025 dataset).

Results
Frontier orbital gap (spin up / spin down) ... 2.65 / 5.87 eV
Charge ... -1
<S²> ... 0.75
Highest occupied orbital energy (spin up / spin down) ... 0.223 / -3.002 eV
Multiplicity ... 2

Each line ends with the natural charge from an NBO analysis.
Atoms and positions in Å:
C -0.029 1.273 -2.270  -0.617
C -0.624 0.750 -0.942  -0.189
N 0.187 -0.198 -0.255  -0.668
C 1.323 0.297 0.504  -0.301
C 2.665 0.158 -0.292  -0.045
O 2.606 -0.322 -1.488  -0.819
H -0.881 1.735 -2.809  0.162
H 0.766 1.991 -2.182  0.210
H 0.193 0.384 -2.860  0.212
H -0.876 1.576 -0.277  0.165
H -1.529 0.232 -1.259  0.156
H 0.605 -0.844 -0.924  0.381
H 1.441 -0.290 1.420  0.157
H 1.198 1.336 0.811  0.147
H 3.384 0.916 0.088  0.050
H -3.381 -3.013 3.477  0.472
H -3.650 -2.596 4.882  0.463
O -3.399 -3.383 4.374  -0.934

=====

## y
# C4H11NO2

A cluster of 2 separate species, C4H11NO2 in total (ωB97M-V/def2-TZVPD, the Open Molecules 2025 dataset).

Results
Frontier orbital gap (spin up / spin down) ... 3.52 / 7.40 eV
Charge ... -1
<S²> ... 0.75
Highest occupied orbital energy (spin up / spin down) ... 0.514 / -3.514 eV
Multiplicity ... 2

Each line ends with the natural charge from an NBO analysis.
Atoms and positions in Å:
C -0.161 -1.636 0.758  -0.444
N 0.740 -1.258 -0.257  -0.442
C 2.150 -1.642 0.185  -0.420
C 0.662 0.300 -0.435  -0.342
C -0.723 0.570 -1.100  0.060
O -1.045 1.705 -1.180  -0.784
H 0.026 -1.198 1.797  0.133
H -1.215 -1.384 0.578  0.202
H -0.131 -2.735 0.987  0.164
H 2.279 -2.714 0.245  0.175
H 2.447 -1.267 1.146  0.160
H 2.873 -1.248 -0.595  0.188
H 1.412 0.693 -1.135  0.151
H 0.710 0.884 0.462  0.182
H -1.139 -0.347 -1.711  0.050
H -1.737 2.386 0.520  0.507
H -1.631 1.026 1.265  0.457
O -1.536 1.941 1.404  -0.997

=====

## z
# C4H11NO2

A cluster of 2 separate species, C4H11NO2 in total (ωB97M-V/def2-TZVPD, the Open Molecules 2025 dataset).

Results
Frontier orbital gap (spin up / spin down) ... 3.39 / 10.07 eV
Charge ... -1
<S²> ... 0.75
Highest occupied orbital energy (spin up / spin down) ... 0.582 / -6.312 eV
Multiplicity ... 2

Each line ends with the natural charge from an NBO analysis.
Atoms and positions in Å:
C 0.070 2.624 -0.743  -0.634
C -0.500 1.191 -0.740  -0.387
C 0.669 0.184 -0.611  -0.547
C 0.208 -1.244 -0.652  0.669
N -0.590 -1.580 0.386  -0.854
O 0.539 -2.060 -1.509  -0.669
H 0.634 2.716 -1.676  0.180
H -0.745 3.332 -0.804  0.198
H 0.753 2.701 0.095  0.198
H -1.071 1.025 -1.649  0.187
H -1.062 1.111 0.190  0.216
H 1.190 0.423 0.316  0.213
H 1.405 0.475 -1.346  0.203
H -0.672 -1.208 1.321  0.437
H -0.924 -2.527 0.233  0.375
H 0.395 0.954 2.648  0.320
H 0.038 -0.343 3.449  0.320
O -0.290 0.249 2.740  -1.426

=====

Tell me which of them is the least stable. Sure, it is w.

=====

## w
# C4H10O

A cluster of 2 separate species, C4H10O in total (ωB97M-V/def2-TZVPD, the Open Molecules 2025 dataset).

Results
Frontier orbital gap (spin up / spin down) ... 8.51 / 4.72 eV
Charge ... +1
<S²> ... 0.76
Highest occupied orbital energy (spin up / spin down) ... -14.160 / -14.160 eV
Multiplicity ... 2

Each line ends with the natural charge from an NBO analysis.
Atoms and positions in Å:
C 2.466 -0.818 1.418  -0.615
C 2.068 0.750 1.330  -0.626
H 3.237 -1.006 0.627  0.216
H 2.999 -1.077 2.329  0.221
H 1.527 -1.393 1.449  0.194
H 1.238 0.878 2.040  0.191
H 1.681 1.148 0.396  0.186
H 2.885 1.195 1.893  0.235
C -2.899 -0.090 -0.992  -0.092
C -1.596 -0.276 -1.419  0.334
O -0.612 0.306 -0.765  -0.517
H -3.699 -0.648 -1.481  0.253
H -3.093 0.674 -0.241  0.239
H -1.240 -0.959 -2.193  0.241
H -0.741 1.278 -0.779  0.541

=====

## x
# C4H10O

A cluster of 2 separate species, C4H10O in total (ωB97M-V/def2-TZVPD, the Open Molecules 2025 dataset).

Results
Frontier orbital gap (spin up / spin down) ... 8.50 / 4.32 eV
Charge ... +1
<S²> ... 0.76
Highest occupied orbital energy (spin up / spin down) ... -13.813 / -13.813 eV
Multiplicity ... 2

Each line ends with the natural charge from an NBO analysis.
Atoms and positions in Å:
C 1.080 -0.274 -1.908  -0.615
C 0.755 -1.919 -2.214  -0.635
H 0.906 -0.236 -0.820  0.159
H 2.194 -0.008 -1.989  0.226
H 0.418 0.456 -2.339  0.214
H -0.194 -2.056 -2.728  0.216
H 0.564 -2.739 -1.436  0.215
H 1.676 -2.214 -2.755  0.224
C -2.057 1.291 2.183  -0.064
C -0.733 1.361 2.072  0.275
O 0.040 1.535 3.201  -0.445
H -2.710 1.057 1.454  0.234
H -2.529 1.663 3.117  0.247
H -0.249 1.004 1.187  0.226
H 0.839 1.080 2.976  0.524

=====

Tell me which of them is the least stable. Sure, it is x.

=====

## w
# C6H11N

A structure of composition C6H11N (ωB97M-V/def2-TZVPD, the Open Molecules 2025 dataset).

Results
Frontier orbital gap ... 10.05 eV
Charge ... 0
Highest occupied orbital energy ... -9.000 eV

Each line ends with the natural charge from an NBO analysis.
Atoms and positions in Å:
C -0.474 0.275 -0.746  -0.077
C -0.174 0.765 0.682  -0.183
C -0.760 -0.483 1.512  -0.429
C -0.227 -1.601 0.639  -0.401
C 0.623 -0.695 -0.472  -0.221
C 1.333 0.298 0.251  -0.423
H -1.206 1.963 -1.895  0.376
H 0.134 0.829 -2.561  0.356
H -1.503 -0.056 -0.900  0.168
H -0.034 1.915 1.167  0.231
H -1.810 -0.404 1.468  0.205
H -0.368 -0.499 2.564  0.211
H -0.919 -2.349 0.165  0.216
H 0.522 -2.183 1.218  0.205
H 1.071 -1.218 -1.306  0.198
H 2.043 -0.075 0.981  0.193
H 1.765 1.016 -0.398  0.229
N -0.232 1.386 -1.671  -0.853

=====

## x
# C6H11N

The molecule C6H11N (ωB97M-V/def2-TZVPD, the Open Molecules 2025 dataset).

Results
Frontier orbital gap ... 7.71 eV
Charge ... 0
Highest occupied orbital energy ... -7.971 eV
Structure (SMILES) ... C=NC(=C)CCC

Each line ends with the natural charge from an NBO analysis.
Atoms and positions in Å:
C -2.657 -0.416 0.044  0.141
N -1.649 -1.069 0.463  -0.534
C -0.420 -0.933 -0.270  0.185
C -0.318 -0.865 -1.601  -0.492
C 0.863 -0.881 0.617  -0.428
C 0.906 0.565 1.124  -0.393
C 1.285 1.505 0.041  -0.637
H -3.014 0.538 0.510  0.161
H -3.070 -0.710 -0.913  0.120
H -1.195 -0.858 -2.232  0.189
H 0.651 -0.817 -2.101  0.210
H 1.777 -0.961 0.017  0.205
H 0.904 -1.725 1.421  0.226
H 1.632 0.459 1.929  0.209
H -0.139 1.020 1.548  0.194
H 2.216 1.030 -0.237  0.201
H 0.448 1.630 -0.679  0.223
H 1.780 2.489 0.320  0.218

=====

Tell me which of them is the least stable. Sure, it is x.

=====

## w
# C6H11N

The molecule C6H11N (ωB97M-V/def2-TZVPD, the Open Molecules 2025 dataset).

Results
Frontier orbital gap ... 9.32 eV
Charge ... 0
Highest occupied orbital energy ... -8.125 eV
Structure (SMILES) ... C=CCN/C=C/C

Each line ends with the natural charge from an NBO analysis.
Atoms and positions in Å:
C 1.471 1.612 0.026  -0.382
C 1.750 0.680 -0.882  -0.207
C 0.752 0.001 -1.787  -0.270
N -0.572 -0.336 -1.259  -0.600
C -0.588 -0.758 0.075  0.002
C -1.289 -0.299 1.102  -0.260
C -1.289 -0.904 2.472  -0.625
H 0.576 2.203 -0.149  0.187
H 2.157 1.784 0.845  0.207
H 2.745 0.252 -0.790  0.192
H 1.267 -0.868 -2.195  0.199
H 0.533 0.640 -2.653  0.212
H -1.209 0.445 -1.366  0.360
H 0.115 -1.556 0.283  0.175
H -1.972 0.535 0.936  0.183
H -0.705 -1.822 2.511  0.210
H -2.315 -1.148 2.754  0.209
H -0.948 -0.180 3.209  0.210

=====

## x
# C6H11N

A structure of composition C6H11N (ωB97M-V/def2-TZVPD, the Open Molecules 2025 dataset).

Results
Frontier orbital gap (spin up / spin down) ... 7.64 / 7.61 eV
Charge ... 0
Highest occupied orbital energy (spin up / spin down) ... -7.611 / -7.602 eV

Each line ends with the natural charge from an NBO analysis.
Atoms and positions in Å:
C 0.132 1.507 1.036  -0.696
C -0.239 0.056 1.214  0.297
C -0.916 -0.632 0.080  -0.260
C -1.716 0.094 -0.816  -0.372
N 0.028 -0.649 2.236  -0.621
H 0.607 -0.157 2.917  0.333
H -1.285 -1.599 0.403  0.244
H 0.621 1.660 0.073  0.232
H 0.809 1.834 1.824  0.221
H -0.768 2.125 1.063  0.230
H -1.659 1.168 -0.899  0.197
H -2.476 -0.408 -1.395  0.205
C 0.488 -1.055 -1.334  -0.399
C 1.759 -0.649 -1.047  -0.445
H 2.302 0.008 -1.712  0.193
H 0.212 -2.095 -1.451  0.240
H -0.062 -0.470 -2.142  0.206
H 2.163 -0.740 -0.050  0.194

=====

## y
# C6H11N

A cluster of 2 separate species, C6H11N in total (ωB97M-V/def2-TZVPD, the Open Molecules 2025 dataset).

Results
Frontier orbital gap (spin up / spin down) ... 8.79 / 8.70 eV
Charge ... 0
Highest occupied orbital energy (spin up / spin down) ... -9.872 / -9.768 eV

Each line ends with the natural charge from an NBO analysis.
Atoms and positions in Å:
C -1.170 0.867 -1.702  -0.620
C -0.921 0.907 -0.196  -0.378
C 0.250 0.013 0.253  -0.336
C 0.312 -1.308 2.993  -0.195
C 1.586 0.444 -0.362  -0.594
C -0.038 -1.396 -0.076  0.285
N -0.281 -2.497 -0.339  -0.337
H -0.326 1.280 -2.263  0.205
H -2.057 1.451 -1.963  0.221
H -1.334 -0.160 -2.045  0.218
H -1.827 0.605 0.340  0.215
H -0.691 1.931 0.122  0.210
H -0.646 -1.841 2.798  0.093
H 1.049 -2.062 2.632  0.091
H 0.334 0.082 1.355  0.262
H 2.420 -0.136 0.040  0.224
H 1.577 0.318 -1.448  0.218
H 1.762 1.501 -0.139  0.217

=====

## z
# C6H11N

The molecule C6H11N (ωB97M-V/def2-TZVPD, the Open Molecules 2025 dataset).

Results
Frontier orbital gap ... 8.80 eV
Charge ... 0
Highest occupied orbital energy ... -7.723 eV
Structure (SMILES) ... C=CCN/C=C/C

Each line ends with the natural charge from an NBO analysis.
Atoms and positions in Å:
C 2.292 0.020 -2.300  -0.411
C 2.144 -1.069 -1.499  -0.215
C 1.290 -1.325 -0.227  -0.243
N 0.428 -0.124 0.212  -0.650
C -0.668 0.085 1.046  -0.004
C -1.562 1.131 0.959  -0.248
C -2.991 1.066 1.505  -0.636
H 1.692 1.119 -2.199  0.211
H 2.989 -0.148 -3.174  0.208
H 2.962 -1.740 -1.726  0.209
H 0.731 -2.258 -0.451  0.217
H 2.033 -1.733 0.573  0.189
H 1.204 0.606 0.280  0.374
H -1.083 -0.871 1.534  0.172
H -1.236 2.068 0.527  0.192
H -3.218 0.049 1.962  0.211
H -3.258 1.867 2.267  0.208
H -3.749 1.259 0.709  0.215

=====

Tell me which of them is the least stable. Sure, it is y.